{
  "formula": "C14H18Cl4F18N3O15S6V",
  "method": "ωB97M-V/def2-TZVPD",
  "s_squared": 0.83,
  "lumo_energy_ev": [-0.68, -0.12],
  "homo_lumo_gap_ev": [5.38, 5.94],
  "spin_multiplicity": 2,
  "total_charge": -1,
  "species": ["O", "V", "C", "F", "F", "F", "S", "O", "O", "N", "S", "O", "O", "C", "F", "F", "F", "C", "F", "F", "F", "S", "O", "O", "N", "S", "O", "O", "C", "F", "F", "F", "C", "F", "F", "F", "S", "O", "O", "N", "S", "O", "O", "C", "F", "F", "F", "C", "O", "C", "C", "O", "C", "H", "H", "H", "H", "H", "H", "H", "H", "H", "H", "Cl", "C", "C", "Cl", "H", "H", "H", "H", "Cl", "C", "C", "Cl", "H", "H", "H", "H"],
  "coordinates": [[-0.58361, -0.19704, -0.76795], [-1.63122, 0.41058, 0.34539], [-5.28795, 1.86410, -1.28094], [-5.94232, 2.47248, -2.27165], [-4.95888, 2.74661, -0.29806], [-5.96311, 0.87408, -0.75844], [-3.63926, 1.26007, -2.19205], [-3.75804, -0.19851, -2.12460], [-3.47613, 1.82192, -3.52252], [-2.40195, 1.65677, -1.06246], [-2.24361, 3.28820, -1.25132], [-3.28325, 4.05336, -1.91799], [-1.81340, 3.74526, 0.04540], [-0.61072, 3.30381, -2.44713], [-0.70057, 2.34340, -3.37420], [-0.62032, 4.48340, -3.08681], [0.54057, 3.19114, -1.74773], [9.23021, -0.67778, 1.79642], [9.57415, -1.15597, 3.00289], [10.25655, -0.28197, 1.10621], [8.72337, -1.76423, 1.05242], [7.96204, 0.72220, 1.99068], [8.32167, 1.46616, 3.21852], [7.86494, 1.62213, 0.83180], [6.42846, -0.05997, 2.54714], [5.68211, -0.28159, 1.18252], [4.64620, 0.78605, 0.99384], [6.45638, -0.59745, -0.01277], [4.74467, -1.96590, 1.50897], [3.79440, -2.12737, 0.66573], [5.62313, -2.94352, 1.45048], [4.18114, -1.91799, 2.69663], [-0.50067, -0.97960, 4.20880], [-1.35281, 0.01841, 4.49457], [0.15559, -1.19577, 5.36575], [-1.19415, -2.11791, 3.98277], [0.65665, -0.50880, 2.69666], [2.03483, -0.25559, 3.17821], [0.56708, -1.58877, 1.81696], [-0.35601, 0.76405, 1.98026], [0.10402, 2.05961, 2.81327], [-1.11045, 2.88245, 2.86730], [0.79905, 1.87978, 4.09745], [1.22018, 3.03135, 1.57159], [1.46327, 2.35368, 0.50296], [0.56256, 4.09527, 1.18115], [2.29243, 3.43782, 2.22059], [-3.93005, 1.97175, 2.29697], [-3.45886, 0.75819, 1.60532], [-4.13503, -0.42813, 2.07407], [-3.65195, -1.69131, 1.26526], [-2.24633, -1.55985, 0.90380], [-1.71932, -2.86911, 0.53094], [-3.56273, 2.10334, 3.31474], [-5.01691, 2.02389, 2.23284], [-3.58237, 2.85191, 1.75611], [-5.21431, -0.39945, 2.22378], [-3.75501, -0.69358, 3.06059], [-4.16667, -1.69883, 0.30448], [-3.84350, -2.65692, 1.73324], [-0.68817, -2.77817, 0.18956], [-2.29029, -3.36453, -0.25433], [-1.59303, -3.62657, 1.30451], [-2.69864, -3.78393, -6.33222], [-4.10161, -3.52463, -5.23722], [-3.58637, -2.53746, -4.18137], [-2.66677, -3.54610, -3.05922], [-4.35231, -4.44509, -4.70995], [-4.98552, -3.13632, -5.74320], [-4.36325, -2.09050, -3.56106], [-2.99019, -1.78005, -4.69028], [0.42810, -1.21095, -3.65014], [2.22916, -1.09710, -3.82955], [2.86022, -0.18502, -2.69117], [4.69329, -0.08749, -2.79368], [2.37508, -0.55845, -4.76585], [2.68116, -2.08016, -3.96143], [2.47147, -0.47628, -1.71539], [2.40337, 0.77847, -2.91717]]
}



{
  "formula": "C14H18ClFeN2O8",
  "method": "ωB97M-V/def2-TZVPD",
  "s_squared": 6.02,
  "lumo_energy_ev": [6.77, 6.77],
  "homo_lumo_gap_ev": [3.62, 3.62],
  "spin_multiplicity": 5,
  "total_charge": -3,
  "species": ["Fe", "Cl", "O", "O", "O", "O", "O", "C", "C", "O", "H", "H", "H", "H", "O", "C", "C", "O", "H", "H", "H", "H", "N", "C", "C", "C", "C", "C", "H", "H", "H", "H", "H", "N", "C", "C", "C", "C", "C", "H", "H", "H", "H", "H"],
  "coordinates": [[0.11694, -0.26997, 0.32855], [2.32373, -0.40030, -2.69114], [2.34630, 0.50122, -3.84178], [3.42352, -0.01270, -1.82141], [1.02852, -0.29970, -2.06393], [2.55910, -1.76406, -3.08797], [-0.95256, -0.93450, 2.15336], [-0.06409, -1.85209, 2.71909], [0.90593, -2.59427, 1.75442], [1.42128, -1.90880, 0.64176], [-0.59976, -2.58233, 3.35200], [0.60847, -1.23923, 3.36395], [0.32109, -3.41843, 1.29404], [1.67608, -3.05551, 2.40226], [-1.26531, 1.30788, 0.21269], [-1.55533, 2.56824, -0.28568], [-2.90421, 3.29064, 0.12134], [-3.66499, 3.00296, 1.25907], [-1.62795, 2.55593, -1.39509], [-0.72320, 3.24713, -0.00519], [-3.56372, 3.25980, -0.77339], [-2.62502, 4.34668, 0.33215], [-1.30972, -1.72618, -1.02646], [-2.25870, -1.05721, -1.71734], [-3.35190, -1.62412, -2.33609], [-3.38570, -3.01842, -2.45822], [-2.45518, -3.70764, -1.69893], [-1.44525, -3.04309, -0.99118], [-2.17007, 0.02298, -1.67587], [-4.01842, -0.98947, -2.90648], [-4.06046, -3.61434, -3.06006], [-2.62610, -4.78049, -1.70850], [-0.84288, -3.66968, -0.34737], [1.70488, 1.02809, 0.89843], [1.96359, 2.20083, 0.29018], [2.89073, 3.13397, 0.65411], [3.63031, 2.91465, 1.81761], [3.35032, 1.76025, 2.52976], [2.34880, 0.90888, 2.07817], [1.49682, 2.27256, -0.68790], [3.10069, 4.04824, 0.11671], [4.33873, 3.66597, 2.14642], [3.88391, 1.44692, 3.41831], [2.03076, 0.07868, 2.69563]]
}



{
  "formula": "C14H18F24O27S11Zn3",
  "method": "ωB97M-V/def2-TZVPD",
  "s_squared": 0.76,
  "lumo_energy_ev": [0.10, -3.87],
  "homo_lumo_gap_ev": [6.88, 2.91],
  "spin_multiplicity": 2,
  "total_charge": -1,
  "species": ["Zn", "Zn", "Zn", "C", "F", "F", "F", "S", "O", "O", "O", "C", "F", "F", "F", "S", "O", "O", "O", "C", "F", "F", "F", "S", "O", "O", "O", "C", "F", "F", "F", "S", "O", "O", "O", "C", "F", "F", "F", "S", "O", "O", "O", "C", "F", "F", "F", "S", "O", "O", "O", "C", "F", "F", "F", "S", "O", "O", "O", "C", "F", "F", "F", "S", "O", "O", "O", "C", "S", "O", "C", "H", "H", "H", "H", "H", "H", "C", "S", "O", "C", "H", "H", "H", "H", "H", "H", "C", "S", "O", "C", "H", "H", "H", "H", "H", "H"],
  "coordinates": [[-1.10053, -2.12239, -1.48057], [3.40634, 1.26080, 1.00291], [-1.06820, -1.97813, 3.43706], [-4.68806, -0.22868, 1.08636], [-4.47586, 0.31324, 2.27348], [-5.97707, -0.79590, 1.14982], [-4.61834, 0.66727, 0.11406], [-3.29419, -1.64547, 0.90604], [-4.07046, -2.91740, 0.79591], [-2.52190, -1.31614, -0.30703], [-2.55229, -1.67405, 2.16353], [6.17713, -2.41038, 0.52914], [5.39686, -3.35551, 1.10567], [6.92881, -1.84483, 1.55073], [7.00336, -2.90760, -0.39757], [5.18939, -1.02421, -0.44235], [6.15553, -0.08822, -0.92409], [4.60178, -1.72137, -1.64877], [4.17956, -0.40878, 0.46101], [0.91678, -4.04172, -4.84846], [-0.20057, -3.51770, -5.12042], [0.76077, -5.36876, -4.95121], [1.85553, -3.79414, -5.79882], [1.64244, -3.39111, -3.13766], [0.51885, -2.84764, -2.32707], [2.27493, -4.52948, -2.54041], [2.55722, -2.32016, -3.53289], [3.02411, -3.61800, 4.28671], [2.61084, -4.54605, 3.33306], [3.79990, -4.17957, 5.24168], [3.75088, -2.59491, 3.69781], [1.54871, -2.93726, 5.28919], [1.16263, -4.02676, 6.21336], [1.91364, -1.62962, 5.85620], [0.49194, -2.68307, 4.22587], [0.12573, -6.05030, 1.12805], [-0.01737, -6.80250, 0.03162], [-0.17614, -6.83254, 2.10299], [1.29916, -5.59145, 1.38216], [-1.15701, -4.50829, 1.15844], [-0.99526, -3.73780, 2.38518], [-0.91538, -3.67824, 0.02308], [-2.53401, -5.11860, 0.99966], [1.68264, 2.44995, -3.42997], [1.50479, 1.71263, -4.47276], [1.92883, 3.76253, -3.70699], [0.57759, 2.54343, -2.57356], [3.14477, 1.58009, -2.42194], [2.94285, 1.66917, -0.95121], [3.24363, 0.25116, -2.91689], [4.36510, 2.18382, -2.90311], [-1.10083, 2.54637, 5.01125], [-2.39164, 2.74954, 4.65082], [-0.21042, 3.04287, 4.09792], [-0.86451, 3.21363, 6.19332], [-0.75106, 0.69971, 5.37443], [-1.64731, 0.19818, 6.42856], [-1.01102, -0.04493, 4.13160], [0.62355, 0.50772, 5.86990], [-0.75678, 1.43606, 0.83667], [-0.83037, 1.92813, -0.35168], [-0.29012, 2.23930, 1.79518], [-2.04289, 1.20601, 1.12962], [0.31479, -0.19279, 0.88026], [1.77493, 0.12028, 0.99483], [-0.17369, -0.96818, 2.00978], [0.08683, -0.89775, -0.40022], [0.97491, 5.29915, 1.23230], [2.01363, 4.21247, 2.40525], [2.45376, 2.98766, 1.55577], [3.46959, 5.47212, 2.37452], [0.87649, 6.29550, 1.66323], [-0.04128, 4.93778, 1.07458], [1.56780, 5.60389, 0.36991], [3.72799, 5.63613, 1.32837], [4.43008, 5.21052, 2.81850], [3.13691, 6.39955, 2.84068], [-3.98663, -0.49333, -4.19493], [-2.24877, 0.16983, -3.80453], [-1.54190, -0.86350, -2.89816], [-1.56307, -0.04337, -5.46926], [-4.33736, -0.05102, -5.12737], [-4.53395, -0.30632, -3.27104], [-4.03697, -1.55378, -4.44191], [-2.29338, -0.81098, -5.72524], [-0.62431, -0.59486, -5.52107], [-1.72681, 0.61481, -6.32254], [-5.35673, 4.58606, -3.19570], [-3.82505, 4.95280, -2.15471], [-4.44190, 5.64363, -0.88624], [-3.58627, 3.18640, -1.64615], [-6.12967, 4.23766, -2.51066], [-5.04865, 3.77984, -3.86144], [-5.81319, 5.48322, -3.61385], [-3.46681, 2.55279, -2.52500], [-4.48464, 2.92376, -1.08754], [-2.61414, 3.13850, -1.15546]]
}



{
  "formula": "C14H18F2GaN2O2",
  "method": "ωB97M-V/def2-TZVPD",
  "lumo_energy_ev": 2.78,
  "homo_lumo_gap_ev": 8.14,
  "total_charge": -1,
  "species": ["O", "C", "F", "C", "Ga", "F", "C", "C", "O", "H", "H", "H", "H", "H", "H", "H", "H", "N", "C", "C", "C", "C", "C", "H", "H", "H", "H", "H", "N", "C", "C", "C", "C", "C", "H", "H", "H", "H", "H"],
  "coordinates": [[1.53309, -1.04384, -2.64659], [0.66455, -1.47779, -1.94075], [0.67795, -2.82066, -1.72475], [-0.42144, -0.75971, -1.23620], [-2.05499, -1.86592, -0.66244], [-1.70389, -2.51532, 1.02945], [-3.65670, -0.61676, -0.53677], [-4.42762, -0.45248, -1.84270], [-4.98106, -1.68117, -2.32772], [-0.72194, 0.06681, -1.88888], [0.04456, -0.31514, -0.34680], [-2.36036, -3.10642, -1.62498], [-4.36338, -0.97119, 0.22507], [-3.30926, 0.37868, -0.22938], [-3.79152, -0.03084, -2.63535], [-5.26886, 0.24300, -1.69695], [-4.63034, -2.38462, -1.76776], [4.25607, 3.36092, -2.69153], [5.57877, 3.21072, -2.68342], [6.21114, 1.97790, -2.65050], [5.42557, 0.83527, -2.62350], [4.04678, 0.96851, -2.63081], [3.51737, 2.25149, -2.66508], [6.15952, 4.12754, -2.70380], [7.29164, 1.91836, -2.64627], [5.88085, -0.14686, -2.59709], [3.38725, 0.11061, -2.61182], [2.44292, 2.39548, -2.67192], [-2.47821, 0.64027, 3.75951], [-1.76081, 1.25641, 4.69722], [-0.81883, 0.61967, 5.48928], [-0.60985, -0.73831, 5.29756], [-1.34781, -1.39356, 4.32805], [-2.26766, -0.66436, 3.58629], [-1.95093, 2.31858, 4.81580], [-0.26207, 1.17551, 6.23229], [0.12140, -1.27339, 5.89092], [-1.21391, -2.44744, 4.12893], [-2.83801, -1.14993, 2.80339]]
}



{
  "formula": "C14H18FO18Zn",
  "method": "ωB97M-V/def2-TZVPD",
  "de_lowest_ev": 0.0000,
  "s_squared": 0.76,
  "lumo_energy_ev": [0.12, -3.08],
  "homo_lumo_gap_ev": [7.38, 4.03],
  "spin_multiplicity": 2,
  "total_charge": 0,
  "species": ["Zn", "O", "C", "O", "O", "H", "O", "C", "O", "O", "H", "O", "C", "O", "O", "H", "C", "C", "C", "O", "C", "O", "O", "H", "H", "H", "H", "H", "H", "C", "C", "C", "O", "C", "O", "O", "H", "H", "H", "H", "H", "H", "C", "C", "O", "C", "O", "O", "F", "H", "H", "H"],
  "coordinates": [[25.10803, -4.43012, 1.70478], [23.01592, -4.25023, 5.38153], [23.63117, -3.52671, 4.52520], [24.17177, -4.07944, 3.50386], [23.50678, -2.30818, 4.58178], [22.87265, -3.61111, 6.08338], [28.39342, -1.83334, 2.84398], [27.09584, -2.18258, 2.62017], [26.73025, -3.27332, 2.19420], [26.31108, -1.34948, 3.08902], [28.21818, -0.95950, 3.20075], [23.10248, -1.56520, -0.77759], [23.68430, -2.01687, 0.33099], [23.76229, -1.29118, 1.34765], [24.11301, -3.19624, 0.40022], [22.78933, -0.69763, -0.51140], [26.83012, -7.84454, -3.57798], [26.30376, -7.97041, -2.15096], [27.32366, -8.30772, -1.01734], [27.43031, -7.08420, -0.36848], [26.41701, -6.27419, -0.65989], [26.03875, -5.26382, -0.04622], [25.80887, -6.72301, -1.75069], [26.15805, -7.35388, -4.28201], [27.31510, -8.70345, -4.04184], [27.69430, -7.18024, -3.57904], [25.56945, -8.76449, -2.01557], [28.28465, -8.60443, -1.43755], [26.90034, -9.09883, -0.39844], [26.24854, -6.79648, 7.01524], [27.13282, -6.25077, 5.88347], [28.16151, -7.19949, 5.20644], [27.84556, -7.02123, 3.85311], [26.75746, -6.35757, 3.67587], [26.24533, -6.23906, 2.59881], [26.23986, -5.97895, 4.82073], [26.75436, -6.61301, 7.96317], [25.98704, -7.83672, 6.82131], [25.33031, -6.23285, 7.18045], [27.55318, -5.26927, 6.10264], [27.95667, -8.22069, 5.52783], [29.13732, -6.81001, 5.49659], [22.45046, -8.80215, -0.07064], [23.54547, -9.48784, 0.80772], [24.25327, -8.35953, 1.18672], [23.44981, -7.23972, 1.10200], [23.85620, -6.11973, 1.47985], [22.28066, -7.52892, 0.54030], [24.22953, -10.18315, -0.02430], [21.50957, -9.34660, 0.00928], [22.68558, -8.81634, -1.13489], [23.13240, -10.16626, 1.55420]]
}



Here are the calculated E_tot numbers, same order: -8808.46106; -2979.09017; -14690.45505; -2928.87065; -3777.79890 (Eh).